DFT (ωB97M-V with the def2-TZVPD basis set) results for a gas-phase ion, C11H14NO2 (charge +1) in a non-equilibrium geometry.

Results
* gap between HOMO and LUMO (spin up / spin down): 7.46 / 6.78 eV
* total charge: +1
* energy relative to the best compared isomer or geometry (same formula, charge and spin): 172.0 kcal/mol

Each line ends with the natural charge from an NBO analysis.
Geometry (Å):
1 C -2.24982 0.33443 1.56088  -0.3326
2 C -3.41431 -0.36280 1.55882  0.1677
3 C -1.71127 -0.00211 0.29680  -0.1877
4 C -2.64848 -0.68407 -0.43005  0.3614
5 C 1.46300 -2.67266 0.43544  0.5048
6 C -2.16177 -1.17879 -1.75916  -0.4547
7 C 2.37810 -1.43025 0.64052  -0.5776
8 C -0.72466 -0.57482 -1.80024  -0.4390
9 C 1.62454 -0.19577 1.05837  -0.2217
10 C -0.47315 -0.02786 -0.36889  0.1440
11 C 0.64685 1.95165 0.16181  -0.3999
12 N 0.84134 0.46951 -0.08889  -0.3783
13 O 1.56867 -3.77606 0.15613  -0.4285
14 O -3.72690 -0.90686 0.37412  -0.3745
15 H -1.78762 0.94605 2.33644  0.2405
16 H -4.18190 -0.59951 2.27506  0.2268
17 H -2.21209 -2.21713 -1.88460  0.2505
18 H -2.86789 -0.95097 -2.49856  0.2515
19 H 2.89788 -1.89337 1.49744  0.2928
20 H 2.81715 -1.46263 -0.35919  0.2599
21 H 0.11517 -1.34406 -2.24085  0.2245
22 H -0.61142 0.16864 -2.59073  0.2274
23 H 0.97318 -0.18229 2.00547  0.2577
24 H 2.34453 0.48083 1.41968  0.2303
25 H -0.07931 2.26136 0.93810  0.2581
26 H 1.69207 2.25670 0.44004  0.2161
27 H 0.56771 2.29390 -0.84510  0.2326
28 H 1.46359 0.42752 -0.95900  0.4476

DFT (ωB97M-V with the def2-TZVPD basis set) results for a molecular structure, C20H13AuCl2N2O3S in a non-equilibrium geometry.

Results
* gap between HOMO and LUMO (spin up / spin down): 7.69 / 3.80 eV
* 2S+1: 3

Each line ends with the Löwdin spin population.
Geometry (Å):
1 Au -0.30850 -0.74026 0.66255  0.5416
2 O 2.84115 2.30390 -0.88488  0.0020
3 C 1.97947 3.28720 -1.19677  0.0000
4 C 2.49820 4.43737 -1.79476  0.0000
5 C 1.67100 5.48274 -2.14282  0.0000
6 C 0.30335 5.41625 -1.88091  0.0003
7 C -0.22169 4.28465 -1.29761  0.0015
8 C 0.59524 3.20003 -0.95559  0.0055
9 C 0.00389 1.96674 -0.40102  0.0111
10 O 0.79894 1.02017 -0.01290  0.0893
11 N -1.30454 1.89767 -0.34881  0.0267
12 N -1.78346 0.71405 0.08952  0.1382
13 C -3.06351 0.55683 0.15736  0.0051
14 C -3.78919 -0.63352 0.45952  0.0138
15 C -5.19358 -0.55404 0.32027  -0.0049
16 C -6.00927 -1.63314 0.51771  0.0103
17 C -5.44100 -2.86197 0.89295  -0.0005
18 C -4.08926 -2.98059 1.05260  0.0162
19 C -3.20527 -1.88406 0.84189  0.0167
20 O -1.94673 -2.09605 1.03418  0.1894
21 H 2.32923 1.57724 -0.48052  0.0001
22 H 3.56352 4.47636 -1.98228  0.0000
23 H 2.09035 6.35887 -2.62055  0.0000
24 H -0.34103 6.24399 -2.14541  0.0001
25 H -1.27809 4.20603 -1.08883  0.0005
26 H -3.66182 1.43389 -0.08321  0.0069
27 H -5.62290 0.39843 0.03185  0.0000
28 H -7.07910 -1.54912 0.38355  0.0007
29 H -6.08009 -3.71861 1.06605  0.0001
30 H -3.63427 -3.91670 1.34911  0.0003
31 Cl 2.99218 -0.34536 2.06204  0.0186
32 C 3.46036 -1.84109 1.35366  0.0567
33 C 4.80277 -2.05459 1.10396  -0.0084
34 C 5.22726 -3.27146 0.59753  0.0650
35 C 4.31833 -4.28529 0.34039  -0.0086
36 C 2.97554 -4.06940 0.57543  0.0585
37 Cl 1.86116 -5.32419 0.20000  0.0309
38 C 2.50058 -2.83913 1.08676  0.0670
39 S 0.80620 -2.71222 1.44328  0.6472
40 H 5.51352 -1.27162 1.32691  -0.0010
41 H 6.27821 -3.43418 0.40134  0.0039
42 H 4.64285 -5.24580 -0.03352  -0.0009

DFT (ωB97M-V with the def2-TZVPD basis set) results for 9 unconnected molecules or ions with the total composition H18O9 in a non-equilibrium geometry.

Results
* gap between HOMO and LUMO: 11.06 eV
* energy relative to the best compared isomer or geometry (same formula, charge and spin): 96.3 kcal/mol
* SMILES: O.O.O.O.O.O.O.O.O

Each line ends with the natural charge from an NBO analysis.
Geometry (Å):
1 H 0.16956 -0.35352 0.09003  0.4645
2 H 0.14246 -1.74897 -0.01817  0.4514
3 H -0.75258 3.39436 -0.44453  0.4693
4 H 0.62535 4.11498 -0.64222  0.4721
5 H -0.50043 -1.63435 -3.57518  0.4833
6 H -0.36877 -1.32205 -2.05037  0.4509
7 H -2.66291 -1.59971 2.24041  0.4634
8 H -3.06772 -2.90377 1.81209  0.4609
9 H 3.27888 -0.59721 2.50312  0.4684
10 H 4.61452 -1.37300 2.80109  0.4697
11 H -5.53408 -0.85548 -1.26190  0.4623
12 H -4.03880 -0.82016 -1.20130  0.4663
13 H 2.67571 2.04899 -1.34530  0.4798
14 H 4.08660 2.51698 -1.94652  0.4748
15 H -2.30530 2.36081 1.03527  0.4596
16 H -3.55865 2.26589 1.78509  0.4645
17 H 4.15001 -2.19546 -0.51246  0.4679
18 H 2.90503 -2.99831 -0.89021  0.4590
19 O -0.02828 -1.04751 0.65784  -0.9148
20 O 0.14950 3.63612 0.01588  -0.9413
21 O -0.22879 -0.94720 -2.91948  -0.9356
22 O -3.33452 -2.23492 2.46789  -0.9243
23 O 4.04745 -0.57574 3.02936  -0.9380
24 O -4.80728 -1.04726 -1.72527  -0.9286
25 O 3.61567 2.24720 -1.20163  -0.9546
26 O -3.16355 2.82121 1.15992  -0.9241
27 O 3.76744 -2.63939 -1.28188  -0.9267

DFT (ωB97M-V with the def2-TZVPD basis set) results for a molecular structure, C41H34F2N7O3Pm in a non-equilibrium geometry.

Results
* gap between HOMO and LUMO (spin up / spin down): 8.13 / 8.15 eV
* 2S+1: 5
* energy relative to the best compared isomer or geometry (same formula, charge and spin): 31.5 kcal/mol

Each line ends with the Löwdin spin population.
Geometry (Å):
1 Pm 0.41282 0.11567 -0.65885  4.0315
2 C -0.48801 2.17353 2.80816  0.0000
3 C 0.99808 2.07080 3.18681  0.0000
4 C 1.64841 0.71474 3.03361  0.0001
5 C 1.74429 -0.13699 4.12952  -0.0001
6 C 2.45286 -1.31956 4.00842  0.0000
7 C 3.06777 -1.61073 2.80232  0.0000
8 C 2.87865 -0.73216 1.75011  0.0000
9 N 2.17042 0.39407 1.84902  -0.0009
10 N -0.78357 2.41010 1.38516  -0.0008
11 C -0.26976 3.71846 0.97578  0.0000
12 C 1.06836 3.70756 0.27407  0.0000
13 C 1.62276 4.92088 -0.12936  0.0000
14 C 2.89949 4.93211 -0.65400  0.0000
15 C 3.59860 3.73511 -0.72087  0.0000
16 C 2.95625 2.57897 -0.32323  0.0001
17 N 1.69894 2.55206 0.12817  -0.0011
18 C -2.23983 2.38484 1.19968  0.0000
19 C -2.85340 1.01044 1.15701  0.0000
20 C -3.87691 0.66598 2.02763  -0.0001
21 C -4.52221 -0.54939 1.85992  0.0002
22 C -4.11682 -1.37392 0.82604  -0.0001
23 C -3.04932 -0.97157 0.03736  0.0002
24 N -2.42523 0.19477 0.19274  -0.0020
25 H -0.92082 3.00116 3.39425  0.0000
26 H -0.99692 1.26210 3.11922  0.0000
27 H 1.07440 2.35809 4.23655  0.0000
28 H 1.57679 2.79328 2.61358  0.0000
29 H 1.27867 0.13398 5.06891  0.0000
30 H 2.53487 -1.99931 4.84711  0.0000
31 H 3.65703 -2.50768 2.67303  0.0000
32 H 3.31417 -0.93507 0.77603  0.0001
33 H -0.16619 4.37681 1.85075  0.0000
34 H -0.98975 4.21625 0.32373  0.0000
35 H 1.05967 5.84039 -0.02239  0.0000
36 H 3.35308 5.85621 -0.98778  0.0000
37 H 4.61522 3.69528 -1.08621  0.0000
38 H 3.46871 1.62830 -0.36000  0.0000
39 H -2.47083 2.84209 0.23630  0.0000
40 H -2.74571 2.97788 1.97595  0.0000
41 H -4.16475 1.33717 2.82705  0.0000
42 H -5.32531 -0.84276 2.52296  0.0000
43 H -4.60200 -2.32198 0.64002  0.0000
44 H -2.66827 -1.61080 -0.74855  0.0001
45 F -2.34286 -2.12936 4.02283  -0.0001
46 C -1.43641 -2.44251 3.06364  0.0000
47 C -0.92135 -1.43839 2.27339  0.0006
48 C 0.02251 -1.65454 1.25940  -0.0080
49 C 0.46220 -3.00195 1.16577  -0.0007
50 C -0.13093 -4.00352 1.93159  -0.0003
51 F 0.19824 -5.30855 1.74453  -0.0002
52 C -1.09069 -3.76274 2.89246  0.0005
53 C 1.59748 -3.32967 0.27353  0.0000
54 C 2.49338 -4.36405 0.56082  0.0000
55 C 3.53731 -4.61971 -0.30909  0.0001
56 C 3.66001 -3.85046 -1.45530  0.0000
57 C 2.75153 -2.82503 -1.64838  0.0000
58 N 1.76293 -2.54954 -0.80057  -0.0010
59 H -1.29700 -0.44567 2.46994  0.0002
60 H -1.54086 -4.56160 3.46368  0.0000
61 H 2.37503 -4.95053 1.45846  0.0000
62 H 4.24448 -5.41048 -0.09138  0.0000
63 H 4.45202 -4.02826 -2.16939  0.0000
64 H 2.81850 -2.18976 -2.52327  0.0000
65 C -1.85398 3.52693 -3.50959  0.0000
66 C -2.17236 2.82557 -4.66334  0.0001
67 C -2.10041 1.44820 -4.64639  -0.0001
68 C -1.70918 0.77572 -3.48151  0.0001
69 N -1.41234 1.46529 -2.36963  -0.0021
70 C -1.48153 2.79255 -2.40216  0.0001
71 C -1.59553 -0.69738 -3.40821  -0.0006
72 C -2.24990 -1.48119 -4.36511  -0.0003
73 C -2.19142 -2.85982 -4.31247  0.0001
74 C -1.50012 -3.46067 -3.27087  -0.0002
75 C -0.86863 -2.67211 -2.31994  -0.0003
76 C -0.85364 -1.26509 -2.34463  -0.0092
77 H -1.86777 4.60782 -3.48152  0.0000
78 H -2.45830 3.35144 -5.56515  0.0000
79 H -2.32429 0.89506 -5.54586  0.0000
80 H -1.21150 3.30483 -1.48522  0.0001
81 H -2.84254 -1.01976 -5.14619  -0.0001
82 H -2.69085 -3.45904 -5.06377  0.0000
83 H -1.46095 -4.54191 -3.19727  0.0000
84 H -0.37789 -3.18543 -1.50354  0.0001
85 O 1.18674 1.58770 -2.39113  -0.0025
86 N 2.03860 0.70651 -2.66556  -0.0002
87 O 2.46440 0.54783 -3.79279  -0.0012
88 O 2.44312 -0.01386 -1.69661  -0.0026